{
  "formula": "C28H35BBr2FNO12PS2",
  "method": "ωB97M-V with the def2-TZVPD basis set",
  "e_homo_ha": -0.17880,
  "charge": -1,
  "energy_ev": -230103.0091,
  "orbital_gap_ev": 6.12,
  "elements": ["C", "B", "O", "C", "C", "C", "O", "O", "C", "O", "C", "C", "C", "C", "C", "O", "C", "C", "Br", "C", "C", "Br", "C", "C", "C", "O", "F", "C", "P", "N", "O", "C", "C", "O", "H", "H", "H", "H", "H", "H", "H", "H", "H", "H", "H", "H", "H", "H", "H", "H", "H", "H", "H", "C", "C", "C", "S", "O", "O", "C", "H", "H", "H", "H", "H", "H", "H", "H", "C", "C", "C", "S", "O", "O", "C", "H", "H", "H", "H", "H", "H", "H", "H"],
  "coordinates": [[-6.902, -3.962, 6.625], [-5.652, -4.198, 5.708], [-4.734, -5.229, 5.933], [-5.367, -3.224, 4.490], [-6.166, -3.144, 3.414], [-7.411, -4.006, 3.262], [-8.433, -3.543, 3.806], [-7.276, -5.075, 2.647], [-5.799, -2.197, 2.325], [-6.624, -1.571, 1.720], [-4.310, -2.061, 2.085], [-3.743, -1.873, 0.814], [-4.644, -1.795, -0.403], [-4.947, -0.341, -0.778], [-5.907, -0.180, -1.945], [-6.189, 0.110, -0.463], [-2.332, -1.801, 0.691], [-1.715, -1.627, -0.685], [-0.728, -3.256, -1.216], [-0.854, -0.310, -0.812], [0.529, -0.439, -1.420], [-1.824, 0.932, -2.001], [-1.522, -1.921, 1.842], [-0.009, -1.833, 1.691], [0.580, -0.619, 2.362], [1.707, -0.501, 2.679], [-0.289, 0.368, 2.576], [-2.087, -2.119, 3.114], [-1.224, -2.373, 4.730], [0.429, -2.725, 4.429], [-1.135, -0.849, 5.340], [-3.488, -2.168, 3.209], [-4.186, -2.363, 4.531], [-3.812, -1.832, 5.561], [-7.290, -2.962, 6.459], [-7.678, -4.677, 6.346], [-6.640, -4.072, 7.680], [-4.037, -4.860, 6.492], [-5.608, -2.268, -0.261], [-4.188, -2.233, -1.288], [-4.130, 0.363, -0.737], [-6.769, -0.818, -2.061], [-5.945, 0.859, -2.242], [-2.470, -1.553, -1.446], [-0.843, 0.167, 0.160], [0.924, 0.573, -1.554], [1.236, -0.966, -0.790], [0.496, -0.875, -2.413], [0.444, -2.726, 2.099], [0.305, -1.770, 0.662], [1.048, -2.112, 4.943], [0.620, -3.693, 4.638], [-1.611, -0.905, 6.176], [5.370, 1.832, 0.128], [5.694, 2.663, -1.124], [4.861, 2.097, -2.279], [3.395, 1.381, -1.531], [3.430, -0.043, -1.749], [2.249, 2.187, -1.879], [3.850, 1.711, 0.169], [5.756, 2.296, 1.034], [5.819, 0.841, 0.039], [5.420, 3.705, -0.950], [6.756, 2.639, -1.361], [4.565, 2.868, -2.976], [5.389, 1.303, -2.804], [3.493, 0.904, 0.807], [3.383, 2.651, 0.458], [5.880, 5.658, -7.082], [7.410, 5.654, -6.968], [7.768, 5.002, -5.626], [6.427, 3.864, -5.250], [5.743, 4.337, -4.072], [6.897, 2.507, -5.353], [5.427, 4.258, -6.680], [5.549, 5.909, -8.089], [5.460, 6.396, -6.396], [7.835, 5.069, -7.787], [7.823, 6.659, -7.037], [8.699, 4.444, -5.675], [7.816, 5.734, -4.822], [4.375, 4.200, -6.413], [5.660, 3.527, -7.454]],
  "forces_ev_per_angstrom": [[0.4313, 0.0757, -0.1283], [-0.2398, 0.2778, -0.1497], [-0.0323, 0.4944, 0.3955], [-0.0520, -0.3133, 0.0708], [0.2606, -0.3719, -0.0924], [-1.1993, 0.0751, 0.1845], [0.2556, 0.1749, 0.0799], [0.6156, -0.0005, -0.1988], [0.3024, -0.3851, 0.4045], [-0.2341, 0.2766, -0.4507], [0.5221, 0.0910, -0.1547], [-0.0850, -0.4286, -0.0270], [0.4307, 0.8625, 0.0099], [-0.6761, -1.7314, -1.2853], [-0.6879, 1.9220, 3.2159], [0.0133, 0.6335, 0.4738], [-0.4553, -0.2799, 0.4367], [0.3975, 0.7573, 0.3529], [-0.2136, -0.0205, -0.0505], [-0.0993, -0.9302, -0.4358], [-0.0466, 1.0188, 0.0502], [0.0119, 0.0620, 0.1477], [0.0189, -0.0251, -0.5801], [-0.9537, 0.3557, 0.2989], [-0.1377, -1.1817, -0.1195], [1.0503, 0.4775, 0.1897], [-0.3512, 0.4584, -0.0399], [0.1193, 0.7327, -0.2791], [-0.7809, -1.1839, 0.6525], [-0.1134, 0.4436, -0.2615], [0.5478, -0.1491, -0.1519], [0.2635, 0.1084, -0.0290], [-0.4656, -0.1240, -0.4181], [0.4784, 0.0026, 0.2498], [-0.2265, 0.0149, -0.0490], [-0.1259, -0.0402, 0.0858], [-0.0733, -0.2438, 0.0641], [0.2218, -0.3169, -0.1026], [-0.0130, -0.1751, 0.2264], [0.1485, -0.3190, 0.1284], [0.1336, 0.1716, 0.0941], [0.5811, -0.6787, -1.2731], [0.0800, -0.3385, -1.5124], [-0.1570, -0.2071, -0.0476], [0.0222, 0.2776, -0.0344], [-0.2622, -0.3616, 0.1055], [-0.0039, -0.2753, -0.0253], [-0.0198, -0.2866, 0.0073], [0.3333, 0.1098, 0.1705], [-0.0233, -0.0652, -0.1542], [0.1560, 0.0354, -0.1687], [0.0404, 0.0041, 0.2042], [-0.2003, 0.2788, -0.0584], [0.0370, 0.0113, -0.1348], [-0.0440, -0.0108, 0.0939], [0.2281, 0.0340, 0.1626], [0.6890, 0.4649, 0.1046], [-0.1754, -0.0427, -0.1020], [-0.0613, -0.1612, -0.1156], [0.1737, -0.0549, 0.2520], [-0.0088, -0.0138, 0.0140], [-0.0265, -0.0156, 0.0339], [-0.0120, -0.0006, -0.0169], [-0.0041, 0.0106, -0.0292], [-0.1498, -0.0770, -0.0447], [-0.0973, -0.0633, 0.0001], [-0.1198, -0.0095, -0.0816], [-0.0489, -0.0084, -0.0449], [0.0842, 0.0238, 0.0838], [-0.0598, -0.0343, -0.0221], [0.2005, 0.2402, -0.2168], [0.0233, 0.1024, -0.3826], [0.1497, 0.0100, -0.0025], [-0.0528, -0.0453, 0.2850], [-0.1141, 0.2238, -0.2191], [-0.0112, 0.0000, 0.0014], [-0.0375, -0.0157, -0.0065], [-0.0108, -0.0183, 0.0077], [0.0134, -0.0035, 0.0095], [-0.0414, -0.0864, 0.1220], [-0.0822, -0.0666, 0.0655], [0.0344, -0.1022, 0.1149], [0.0169, -0.0508, 0.0473]],
  "mulliken_charge": [-0.93, 0.58, -0.66, 0.42, 0.74, -0.20, -0.70, -0.74, -0.20, -0.57, 0.78, -0.41, -1.51, 0.68, -1.12, -0.44, 0.10, -1.48, -0.07, 0.07, -1.45, -0.12, 1.31, -0.66, 0.41, -0.59, -0.28, 1.09, -0.32, -0.46, -0.53, 0.00, -0.46, -0.71, 0.29, 0.32, 0.29, 0.31, 0.64, 0.64, 0.48, 0.37, 0.38, 0.72, 0.43, 0.33, 0.70, 0.20, 0.67, -0.16, 0.19, 0.29, 0.35, -0.75, -0.66, -0.60, 1.43, -0.68, -0.79, -0.54, 0.38, 0.30, 0.28, 0.33, 0.31, 0.37, 0.23, 0.39, -0.58, -0.60, -0.73, 1.30, -0.67, -0.75, -0.76, 0.35, 0.30, 0.29, 0.32, 0.36, 0.36, 0.39, 0.38]
}